Here is a gas-phase ion, C8H11N2O2 (charge -1) at a distorted geometry from the OMol25 dataset. Energies are from wB97M-V/def2-TZVPD.

ORCA input file:
```
! RIJCOSX wB97M-V def2-TZVPD def2/J DEFGRID3
* xyz -1 1
C -0.71 3.21 -1.14
C -0.44 2.09 -1.46
N -0.08 0.59 -1.73
C 0.90 0.49 -2.84
O 1.55 -0.57 -2.87
O 0.87 1.47 -3.57
N -0.08 -0.25 -0.70
C 1.05 0.04 0.17
C 1.14 -1.06 1.28
C -0.11 -1.09 2.18
C -1.28 -1.27 1.27
C -1.35 -0.36 0.00
H -0.46 4.22 -1.06
H 1.11 0.96 0.76
H 1.76 0.04 -0.61
H 2.12 -1.08 1.91
H 1.27 -1.96 0.63
H -0.16 -1.88 2.82
H -0.20 -0.20 2.66
H -1.15 -2.15 0.78
H -2.10 -1.31 1.95
H -2.04 -0.57 -0.81
H -1.60 0.64 0.39
*
```

Summary:
**Max |F|**: 0.116 Eh/bohr
**Lowest unoccupied orbital energy**: 3.40 eV
**Relative energy (zero: lowest compared OMol25 entry of this formula, charge and spin)**: 119.49 kJ/mol
**HOMO level**: -4.5 eV
**Calculated total energy**: -15546.5164 eV